[1]
ORCA calculation (the ωB97M-V functional and the def2-TZVPD basis) on an isolated molecule of C4H7NO2 at a distorted geometry.

Geometry as XYZ:
```
14
Properties=species:S:1:pos:R:3:forces:R:3
C -0.020 0.811 1.615 -0.1 0.1 -0.2
C 0.128 0.246 0.202 0.0 0.2 -0.2
C 1.548 -0.060 -0.164 0.4 0.0 0.0
O 2.501 0.385 0.428 -0.4 -0.3 -0.2
C -0.888 -0.745 -0.290 -0.4 -0.3 -0.4
N -0.832 -0.585 -1.752 -0.4 -0.7 -0.3
O -1.748 -1.328 0.310 0.6 0.3 -0.3
H 0.292 0.085 2.382 -0.1 0.0 -0.4
H 0.633 1.679 1.737 -0.1 -0.1 -0.1
H -1.049 1.098 1.844 0.1 0.0 -0.2
H -0.103 0.753 -0.824 0.6 1.5 2.1
H 1.671 -0.649 -1.095 0.2 0.0 0.1
H -1.747 -0.364 -2.121 -0.1 -0.4 -0.1
H -0.385 -1.326 -2.272 -0.2 -0.3 0.0
```
Forces are in eV/Å.

Summary:
Energy relative to the best compared isomer or geometry (same formula, charge and spin) = 207.5 kJ/mol
E_LUMO = 0.57 eV
Highest occupied orbital energy = -9.876 eV
Max |F| = 0.052 hartree/bohr
SMILES string = C[C@@H](C=O)C(N)=O
E_tot = -361.801828 Ha

---

[2]
ORCA calculation (the ωB97M-V functional and the def2-TZVPD basis) on a structure of composition C23H72O22 at a distorted geometry.

Geometry as XYZ:
```
117
Properties=species:S:1:pos:R:3:forces:R:3
C 4.275 0.449 0.372 0.0 0.1 0.5
O 4.125 0.052 -0.991 0.1 0.0 0.0
H 3.648 1.320 0.570 0.1 0.1 -0.3
H 3.885 -0.339 1.026 0.6 0.5 -0.2
H 5.315 0.684 0.612 0.0 0.1 -0.1
H 4.583 -0.793 -1.056 -0.1 0.1 -0.1
C 2.952 4.159 -1.014 -0.1 0.3 -0.2
O 3.434 4.906 0.106 -0.1 -0.2 0.1
H 1.919 3.833 -0.870 0.0 -0.1 0.1
H 2.997 4.772 -1.915 0.0 0.0 -0.1
H 3.584 3.287 -1.153 0.1 0.0 0.1
H 2.867 5.670 0.253 0.0 0.0 -0.1
C -1.295 3.785 -1.567 -0.6 1.1 0.4
O -2.517 3.316 -2.132 0.3 -0.7 -0.1
H -1.384 4.876 -1.575 0.7 0.0 0.0
H -1.255 3.512 -0.512 -0.1 -0.3 -0.1
H -0.381 3.440 -2.056 -0.2 -0.1 -0.3
H -2.706 3.814 -2.932 0.0 0.0 0.0
C -0.238 2.349 4.912 -0.5 -0.2 -1.1
C -0.411 0.865 4.674 0.1 -0.8 0.5
O 0.806 0.262 4.246 -0.1 0.1 -0.1
O -0.375 3.067 3.684 0.1 0.2 0.1
H 0.744 2.528 5.355 -0.1 0.0 0.2
H -1.040 2.698 5.563 0.1 0.2 0.0
H -1.183 0.609 3.942 -0.1 0.6 -0.1
H -0.756 0.380 5.600 0.4 0.0 0.1
H 0.725 0.130 3.281 0.0 0.0 0.3
H 0.311 2.794 3.055 0.1 0.1 0.3
C -2.473 0.825 -5.434 -0.1 -0.4 -1.7
C -1.341 1.393 -4.646 0.8 -0.7 1.3
O -0.057 0.974 -5.154 -0.6 0.1 0.1
O -2.540 -0.608 -5.337 0.3 0.2 0.8
H -2.295 0.991 -6.505 0.0 0.6 0.1
H -3.431 1.278 -5.172 0.1 0.1 0.3
H -1.435 1.017 -3.617 -0.1 -0.1 0.0
H -1.311 2.477 -4.523 -0.6 0.1 -0.6
H 0.566 1.340 -4.517 0.3 -0.2 -0.3
H -3.390 -0.886 -5.688 0.0 0.0 0.0
C -2.100 -4.216 3.416 -0.1 0.1 -0.2
C -1.287 -2.932 3.420 -0.8 -0.3 0.1
O -1.317 -2.356 2.111 0.7 0.1 -0.1
O -1.363 -5.251 2.809 0.4 0.1 0.4
H -3.016 -4.123 2.822 -0.2 0.5 0.2
H -2.405 -4.438 4.442 0.2 -0.5 0.0
H -0.264 -3.213 3.666 0.1 0.2 -0.3
H -1.619 -2.225 4.180 -0.2 0.2 0.0
H -2.203 -2.059 1.880 -0.1 -0.1 0.1
H -0.835 -4.804 2.120 -0.2 -0.7 -0.2
C -3.712 -2.100 -2.499 0.0 -1.1 0.1
C -4.059 -0.727 -1.984 -0.1 -0.4 -0.2
O -5.432 -0.406 -2.148 0.1 -0.3 0.2
O -4.533 -3.098 -1.843 0.0 0.6 0.1
H -2.677 -2.321 -2.223 0.2 0.3 -0.2
H -3.848 -2.253 -3.572 0.1 0.5 -0.1
H -3.495 0.019 -2.541 0.1 0.0 0.1
H -3.736 -0.722 -0.938 -0.2 0.3 0.1
H -5.916 -1.126 -1.722 -0.1 0.1 -0.1
H -4.223 -3.944 -2.175 -0.1 -0.1 0.1
C -0.450 0.446 -0.490 0.4 0.4 -0.4
C 0.735 0.352 0.461 -0.1 0.4 -1.8
O 0.325 -0.304 1.625 -3.5 3.9 -0.9
O -0.950 -0.859 -0.763 -0.4 0.3 0.4
H -0.247 0.877 -1.479 0.5 0.4 0.2
H -1.168 1.126 -0.029 -0.6 -0.6 0.0
H 1.157 1.332 0.691 -0.4 0.0 0.4
H 1.556 -0.204 -0.009 -0.4 0.4 0.0
H -0.145 -1.151 1.449 -1.0 1.2 -0.5
H -0.467 -1.195 -1.535 -0.4 0.2 0.2
C 3.928 3.717 3.607 -0.4 0.8 -0.7
C 3.118 2.560 3.099 -0.1 -1.0 0.3
O 2.197 2.837 2.048 0.1 0.4 0.2
O 4.727 4.326 2.592 0.6 -0.4 0.1
H 4.530 3.305 4.418 0.5 0.2 -0.3
H 3.329 4.524 4.043 -0.4 -0.3 0.1
H 2.571 2.104 3.929 -0.3 0.2 -0.1
H 3.772 1.749 2.756 0.3 0.2 0.0
H 2.703 3.321 1.384 -0.2 0.1 -0.1
H 4.239 4.602 1.793 0.0 -0.3 0.6
C 2.004 -1.631 2.031 2.0 -2.9 1.1
C 2.487 -2.850 2.792 0.9 -0.5 -0.3
O 1.919 -4.053 2.229 0.2 0.4 0.3
O 2.570 -1.575 0.724 -0.2 -1.1 1.0
H 2.407 -0.757 2.543 -0.4 0.0 0.3
H 0.912 -1.620 1.993 2.9 -2.1 1.2
H 2.278 -2.842 3.865 -0.3 0.5 0.0
H 3.576 -2.914 2.694 0.1 0.0 0.0
H 2.341 -4.770 2.714 -0.2 -0.2 -0.2
H 2.080 -2.191 0.156 0.2 -0.4 0.0
C 1.578 -1.262 -2.889 -0.3 0.7 0.3
C 2.605 -1.667 -3.908 0.1 0.3 -0.9
O 2.384 -1.037 -5.165 0.3 0.3 0.0
O 0.280 -1.868 -3.140 -0.1 5.0 -4.3
H 1.405 -0.184 -2.842 0.4 0.1 -0.3
H 1.874 -1.557 -1.881 -0.3 0.5 -0.5
H 2.667 -2.746 -4.093 -0.2 -0.1 0.5
H 3.596 -1.334 -3.592 -0.1 0.1 0.1
H 1.566 -1.317 -5.586 -0.1 -0.1 0.1
H 0.142 -1.827 -4.093 -0.7 0.4 -0.3
C 0.726 -3.605 -1.700 -0.8 -1.8 2.0
C -0.360 -3.821 -0.652 0.2 -0.7 -0.8
O -0.031 -4.801 0.314 0.3 0.3 0.4
O 1.916 -3.226 -1.009 0.7 -1.2 0.3
H 0.380 -2.805 -2.365 0.3 -3.2 2.1
H 0.898 -4.489 -2.317 0.1 -0.4 0.3
H -1.211 -4.217 -1.211 -0.2 0.0 0.1
H -0.687 -2.881 -0.199 0.3 -0.2 0.1
H 0.741 -4.457 0.799 0.0 -0.3 0.0
H 2.609 -2.995 -1.634 0.1 -0.5 0.1
C -4.231 2.331 1.869 -0.1 0.0 0.1
C -4.225 2.027 0.390 -0.1 0.2 -0.5
O -4.671 3.155 -0.366 0.3 0.0 0.0
H -3.650 3.214 2.136 0.1 0.0 -0.2
H -3.826 1.489 2.436 -0.1 0.0 0.0
H -5.254 2.526 2.196 0.0 -0.1 0.0
H -4.883 1.187 0.140 0.0 -0.1 0.3
H -3.234 1.749 0.012 0.1 -0.1 0.3
H -4.022 3.229 -1.085 -0.4 0.2 0.2
```
Forces are in eV/Å.

Summary:
E_LUMO = -0.02 eV
Highest occupied orbital energy = -8.611 eV
Max |F| = 0.129 hartree/bohr
E_tot = -2574.397027 Ha